{"formula": "C34H33BO5", "method": "ωB97M-V with the def2-TZVPD basis set", "gap_ev": 6.35, "max_force_ev_per_a": 6.27, "species": ["C", "C", "C", "C", "C", "B", "C", "C", "C", "C", "C", "O", "C", "C", "C", "C", "C", "O", "C", "C", "C", "C", "C", "O", "O", "H", "H", "H", "H", "H", "H", "H", "H", "H", "H", "H", "H", "H", "H", "H", "H", "H", "H", "H", "H", "C", "O", "C", "C", "C", "C", "C", "C", "C", "C", "C", "C", "C", "C", "C", "H", "H", "H", "H", "H", "H", "H", "H", "H", "H", "H", "H", "H"], "xyz": [[2.41, 6.16, 4.11], [2.55, 4.74, 3.97], [3.29, 3.75, 4.59], [3.10, 2.61, 3.80], [2.26, 2.94, 2.74], [0.00, -0.47, 2.26], [1.14, -0.72, 3.29], [2.53, -0.77, 3.19], [2.98, -1.52, 4.31], [1.87, -1.67, 5.13], [1.55, -2.48, 6.28], [0.78, -1.05, 4.57], [-1.02, 0.43, 2.95], [-1.29, 1.75, 3.23], [-2.35, 1.79, 4.19], [-2.64, 0.49, 4.49], [-3.51, -0.34, 5.33], [-1.88, -0.34, 3.71], [1.87, 2.29, 1.57], [0.92, 2.91, 0.69], [1.61, 3.17, -0.50], [2.83, 2.52, -0.40], [3.99, 2.43, -1.23], [3.00, 1.93, 0.81], [1.88, 4.24, 2.89], [3.04, 6.44, 4.97], [2.76, 6.65, 3.18], [1.37, 6.48, 4.27], [3.95, 3.82, 5.45], [3.48, 1.62, 3.99], [3.20, -0.37, 2.41], [3.97, -1.96, 4.44], [2.13, -3.41, 6.26], [1.80, -1.95, 7.21], [0.48, -2.73, 6.26], [-0.85, 2.66, 2.82], [-2.88, 2.68, 4.59], [-3.93, 0.22, 6.18], [-4.33, -0.76, 4.71], [-2.92, -1.19, 5.70], [-0.11, 3.13, 0.98], [1.27, 3.82, -1.31], [3.77, 2.44, -2.30], [4.61, 3.30, -0.97], [4.57, 1.53, -0.98], [-3.36, -4.81, 2.87], [-1.95, -4.89, 2.56], [-1.38, -3.90, 1.83], [0.05, -3.92, 1.72], [0.74, -2.77, 1.43], [0.00, -1.58, 1.20], [0.90, 0.01, 0.97], [0.58, 0.28, -0.48], [1.51, -0.08, -1.49], [1.28, 0.24, -2.83], [0.12, 0.94, -3.20], [-0.86, 1.17, -2.23], [-0.65, 0.83, -0.89], [-1.41, -1.64, 0.99], [-2.08, -2.80, 1.30], [-3.56, -5.72, 3.44], [-3.61, -3.94, 3.50], [-3.98, -4.80, 1.97], [0.55, -4.85, 2.00], [1.83, -2.77, 1.29], [1.95, -0.30, 0.98], [2.40, -0.66, -1.23], [2.02, -0.02, -3.58], [-0.03, 1.22, -4.25], [-1.81, 1.64, -2.48], [-1.45, 0.98, -0.16], [-2.00, -0.79, 0.64], [-3.16, -2.80, 1.35]], "lowdin_charge": [-0.033, -0.340, -0.008, 0.003, -0.212, -0.594, -0.140, -0.058, -0.022, -0.330, -0.034, 0.082, -0.126, -0.008, -0.018, -0.330, -0.028, 0.034, -0.201, 0.000, -0.007, -0.344, -0.016, 0.065, 0.086, 0.091, 0.096, 0.093, 0.111, 0.100, 0.115, 0.109, 0.089, 0.085, 0.091, 0.090, 0.116, 0.085, 0.086, 0.089, 0.120, 0.127, 0.087, 0.101, 0.098, -0.052, -0.062, -0.222, 0.036, 0.046, -0.141, 0.071, -0.219, -0.039, -0.092, -0.091, -0.078, -0.056, 0.042, 0.018, 0.092, 0.099, 0.096, 0.127, 0.144, 0.091, 0.123, 0.100, 0.100, 0.103, 0.113, 0.135, 0.110]}